An isolated molecule of C14H19N3O5 at a distorted geometry. Source: the OMol25 dataset; level of theory: the ωB97M-V functional and the def2-TZVPD basis.

The HOMO energy is -8.8 eV. As for the SMILES: NC(=O)CC[C@H](N)C(=O)N[C@@H](Cc1ccc(O)cc1)C(=O)O. The value obtained for the energy is -1085.39594 Ha. Its energy above the lowest of the compared OMol25 structures with the same formula, charge and spin is 101.99 kJ/mol.

Last column: Löwdin charge in e.
Atoms and positions in Å:
1 N 1.987 1.098 3.773  0.175
2 C 2.956 0.295 3.264  -0.539
3 O 3.958 0.012 3.900  0.038
4 C 2.761 -0.094 1.789  -0.113
5 C 3.235 0.957 0.772  -0.120
6 C 2.265 1.023 -0.438  -0.325
7 N 2.803 1.792 -1.559  0.050
8 C 0.920 1.509 0.003  -0.421
9 O 0.707 2.018 1.125  0.033
10 N -0.105 1.304 -0.863  0.122
11 C -0.177 0.447 -2.019  -0.190
12 C -0.353 -1.074 -1.655  -0.067
13 C -1.595 -1.304 -0.771  -0.228
14 C -1.582 -1.071 0.612  -0.028
15 C -2.697 -1.357 1.397  -0.006
16 C -3.860 -1.814 0.774  -0.328
17 O -4.993 -2.136 1.426  0.058
18 C -3.877 -2.130 -0.602  0.003
19 C -2.710 -1.927 -1.348  -0.035
20 C -1.355 0.990 -2.876  -0.467
21 O -2.000 1.964 -2.536  0.113
22 O -1.565 0.372 -4.025  0.132
23 H 1.108 1.232 3.256  0.100
24 H 2.111 1.415 4.686  0.084
25 H 1.710 -0.352 1.653  0.093
26 H 3.278 -1.022 1.699  0.106
27 H 3.410 1.910 1.301  0.131
28 H 4.205 0.599 0.453  0.114
29 H 2.182 -0.014 -0.787  0.135
30 H 2.301 1.784 -2.497  0.100
31 H 3.195 2.695 -1.329  0.080
32 H -0.948 1.599 -0.441  0.134
33 H 0.735 0.487 -2.615  0.135
34 H -0.450 -1.756 -2.507  0.121
35 H 0.448 -1.401 -0.996  0.106
36 H -0.619 -0.741 1.036  0.110
37 H -2.668 -1.156 2.423  0.096
38 H -4.819 -2.017 2.371  0.114
39 H -4.794 -2.549 -1.055  0.126
40 H -2.705 -2.260 -2.371  0.107
41 H -2.404 0.671 -4.421  0.147

Atoms 1-3, force components in eV/Å:
N -1.0 -0.8 -2.0
C 0.3 0.7 -0.4
O -0.2 -0.2 -0.3


An isolated molecule of C3H10N2O at a distorted geometry. Source: the OMol25 dataset; level of theory: the ωB97M-V functional and the def2-TZVPD basis.

The HOMO energy is -9.1 eV. As for the SMILES: NCNCCO. The value obtained for the energy is -305.00444 Ha. Its energy above the lowest of the compared OMol25 structures with the same formula, charge and spin is 184.33 kJ/mol.

Last column: Löwdin charge in e.
Atoms and positions in Å:
1 N -2.619 0.880 -0.721  -0.015
2 C -1.634 -0.268 -0.667  -0.313
3 N -0.274 0.292 -0.590  -0.070
4 C 0.620 -0.514 0.216  -0.235
5 C 1.874 0.237 0.695  -0.295
6 O 2.834 -0.685 1.109  -0.043
7 H -3.329 0.573 -0.054  0.049
8 H -2.132 1.554 -0.130  0.048
9 H -1.804 -0.986 0.142  0.100
10 H -1.886 -0.836 -1.580  0.105
11 H -0.092 0.442 -1.581  0.119
12 H 0.084 -1.000 1.029  0.113
13 H 1.070 -1.348 -0.351  0.120
14 H 2.069 0.952 -0.122  0.116
15 H 1.551 0.926 1.498  0.115
16 H 3.668 -0.219 1.106  0.085

Atoms 1-3, force components in eV/Å:
N 0.7 -1.0 1.6
C -0.8 0.5 -0.6
N -1.9 -0.4 -0.2


An isolated molecule of C5H6S2 at a distorted geometry. Source: the OMol25 dataset; level of theory: the ωB97M-V functional and the def2-TZVPD basis.

The HOMO energy is -9.1 eV. As for the SMILES: C=CCC(=S)C=S. The value obtained for the energy is -990.32757 Ha. Its energy above the lowest of the compared OMol25 structures with the same formula, charge and spin is 360.77 kJ/mol.

Last column: Löwdin charge in e.
Atoms and positions in Å:
1 C 1.745 -1.236 -0.438  -0.046
2 C 0.417 -1.294 -0.233  -0.265
3 C -0.348 -0.390 0.743  -0.277
4 C -1.254 0.703 0.065  -0.759
5 S -2.890 0.312 -0.276  0.668
6 C -0.768 2.150 -0.190  -0.616
7 S 0.890 2.439 -0.093  0.688
8 H 2.129 -0.310 0.105  0.032
9 H 2.652 -1.936 -1.116  0.154
10 H -0.241 -2.205 -0.449  0.109
11 H -1.103 -1.318 1.066  0.150
12 H 0.372 0.160 1.352  0.070
13 H -1.601 2.924 -0.536  0.093

Atoms 1-3, force components in eV/Å:
C 1.9 0.3 -0.6
C 0.2 -2.2 -0.4
C -2.0 -1.3 -1.7


An isolated molecule of C4H13N3 at a distorted geometry. Source: the OMol25 dataset; level of theory: the ωB97M-V functional and the def2-TZVPD basis.

The HOMO energy is -8.9 eV. As for the SMILES: NCC[C@H](N)CN. The value obtained for the energy is -324.42150 Ha. Its energy above the lowest of the compared OMol25 structures with the same formula, charge and spin is 140.28 kJ/mol.

Last column: Löwdin charge in e.
Atoms and positions in Å:
1 N 2.181 -0.396 -1.893  -0.005
2 C 1.679 0.726 -1.135  -0.309
3 C 1.098 0.343 0.199  -0.176
4 C -0.429 0.093 0.143  -0.429
5 N -1.213 1.369 0.207  0.026
6 C -0.850 -0.886 1.222  -0.267
7 N -2.267 -1.348 1.195  -0.039
8 H 2.354 -0.346 -2.851  0.044
9 H 1.652 -1.218 -1.765  0.043
10 H 1.019 1.356 -1.731  0.102
11 H 2.613 1.312 -1.039  0.111
12 H 1.560 -0.648 0.512  0.125
13 H 1.265 1.104 0.978  0.118
14 H -0.617 -0.320 -0.870  0.138
15 H -1.651 1.692 -0.675  0.080
16 H -1.958 1.184 0.912  0.052
17 H -0.143 -1.681 1.130  0.090
18 H -0.831 -0.255 2.244  0.156
19 H -2.850 -0.452 1.084  0.072
20 H -2.612 -1.631 2.131  0.067

Atoms 1-3, force components in eV/Å:
N 0.0 -1.3 1.5
C 1.8 1.2 -0.9
C -0.5 -1.2 0.8


An isolated molecule of C4H4O2S at a distorted geometry. Source: the OMol25 dataset; level of theory: the ωB97M-V functional and the def2-TZVPD basis.

The HOMO energy (alpha / beta) is -9.4 / -9.4 eV. The value obtained for the energy is -703.31828 Ha. Its energy above the lowest of the compared OMol25 structures with the same formula, charge and spin is 455.99 kJ/mol.

Last column: Löwdin charge in e.
Atoms and positions in Å:
1 C 0.420 -0.963 -0.139  -0.512
2 C -0.230 -0.026 0.649  -0.215
3 C 0.246 -0.037 -1.374  -0.058
4 C -0.467 1.047 -0.370  -0.136
5 O 0.925 -2.038 -0.037  0.124
6 O -0.172 -1.292 3.280  -0.579
7 S -0.222 0.042 2.753  0.909
8 H 1.272 0.417 -1.866  0.159
9 H -0.394 -0.435 -2.225  0.120
10 H -1.474 1.406 -0.602  0.109
11 H 0.096 1.878 -0.070  0.080

Atoms 1-3, force components in eV/Å:
C 0.3 -0.2 -2.6
C -1.4 1.4 5.6
C 1.4 2.2 -1.7


An isolated molecule of C7H10. Source: the OMol25 dataset; level of theory: the ωB97M-V functional and the def2-TZVPD basis.

The HOMO energy is -8.4 eV. The value obtained for the energy is -272.53529 Ha. Its energy above the lowest of the compared OMol25 structures with the same formula, charge and spin is 479.72 kJ/mol.

Last column: Löwdin charge in e.
Atoms and positions in Å:
1 C 0.906 1.471 -0.692  -0.088
2 C 0.740 0.572 -1.861  -0.069
3 C 0.378 0.072 -0.432  -0.562
4 C -1.078 -0.089 -0.020  -0.182
5 C -1.039 -0.241 1.476  -0.195
6 C -1.006 -1.429 2.074  -0.004
7 C 1.226 -1.076 -0.275  0.194
8 H 0.190 2.282 -0.577  0.108
9 H 1.917 1.696 -0.360  0.108
10 H -0.119 0.691 -2.517  0.116
11 H 1.624 0.175 -2.352  0.103
12 H -1.679 0.775 -0.327  0.113
13 H -1.501 -0.989 -0.483  0.119
14 H -0.875 0.671 2.055  0.104
15 H -1.126 -2.348 1.501  0.063
16 H -0.830 -1.526 3.143  0.053
17 H 2.271 -0.706 -0.353  0.018

Atoms 1-3, force components in eV/Å:
C 0.1 0.1 0.0
C 0.2 0.0 -0.3
C 0.0 -0.5 0.2